# 1
DFT (ωB97M-V/def2-TZVPD) results for a molecular structure, C3H6BrI.

Last column: Mulliken charge in e.
Element x y z (Å)
C -0.4472 -0.8041 -1.1387  -0.986
C 0.7871 0.1179 1.0701  -1.270
C -0.3125 0.4414 0.1426  -0.093
Br -2.0621 0.5854 0.8782  -0.057
I 0.1627 2.2938 -0.8568  0.136
H -0.5953 -1.7439 -0.5510  0.353
H -1.1910 -0.3762 -1.8103  0.393
H 0.5456 -0.6537 -1.5162  0.334
H 1.0169 1.0695 1.4561  0.455
H 1.6627 -0.3175 0.6106  0.307
H 0.4331 -0.6125 1.7155  0.427

Frontier orbital gap in eV: 9.76
Largest force on an atom in eV/A: 5.03
Energy relative to the best compared isomer or geometry (same formula, charge and spin) in eV: 1.238
Multiplicity: 1
Total charge: 0

# 2
DFT (ωB97M-V/def2-TZVPD) results for a molecular structure, C25H13BrF4NO6PV.

Last column: Mulliken charge in e.
Element x y z (Å)
V 1.7122 0.8482 0.0455  0.681
O 3.9623 6.4286 0.6707  -0.544
C 3.4161 5.2038 0.4410  1.248
C 2.0378 4.9951 0.5152  -0.334
C 1.5742 3.7194 0.2752  -0.329
N 2.4190 2.7409 -0.0011  -0.202
C 3.7224 2.9247 -0.1235  0.013
C 4.2821 4.1650 0.1044  -0.642
C 4.4308 1.6454 -0.6085  0.507
O 5.6414 1.6737 -0.7685  -0.724
O 3.6149 0.6808 -0.8422  -0.567
C 0.1147 3.2564 0.2343  0.341
O -0.7725 4.0586 0.4814  -0.728
O -0.0069 2.0226 -0.1093  -0.524
H 3.2579 7.0459 0.8956  0.291
H 1.3357 5.7879 0.7437  0.422
H 5.3477 4.3162 0.0113  0.542
F 0.4694 -6.9658 -0.4953  -0.308
C 0.3035 -5.6447 -0.4137  0.683
C -0.9669 -5.1117 -0.3539  0.175
F -2.0298 -5.9217 -0.3819  -0.310
C -1.1231 -3.7401 -0.2701  0.413
F -2.3861 -3.3029 -0.2442  -0.390
C -0.0515 -2.8560 -0.2369  -0.101
P -0.2900 -1.0122 -0.0905  0.771
C -1.4534 -0.7076 -1.4689  0.547
C -2.2600 0.4315 -1.4278  -0.443
C -3.0575 0.7624 -2.5122  -0.879
C -3.0509 -0.0234 -3.6569  -0.489
C -2.2317 -1.1402 -3.7150  -0.660
C -1.4349 -1.4769 -2.6292  -0.585
C -1.3245 -0.8820 1.4212  0.754
C -0.6670 -0.6406 2.6255  -0.688
C -1.3927 -0.5403 3.8069  -0.687
C -2.7726 -0.6581 3.7960  -0.428
C -3.4345 -0.8737 2.5942  -0.803
C -2.7166 -0.9859 1.4148  -0.009
C 1.2318 -3.4243 -0.3218  -0.013
Br 2.7796 -2.3734 -0.3824  -0.108
C 1.3956 -4.7982 -0.4025  0.174
F 2.6084 -5.3517 -0.4829  -0.331
H -2.2383 1.0771 -0.5598  0.548
H -3.6755 1.6501 -2.4640  0.394
H -3.6728 0.2401 -4.5034  0.378
H -2.2076 -1.7538 -4.6070  0.394
H -0.7958 -2.3496 -2.6961  0.410
H 0.4075 -0.4990 2.6252  0.402
H -0.8694 -0.3497 4.7354  0.418
H -3.3353 -0.5688 4.7174  0.373
H -4.5146 -0.9513 2.5722  0.385
H -3.2484 -1.1378 0.4872  0.373
O 1.9159 0.3667 1.5550  -0.815

Frontier orbital gap (alpha / beta) in eV: 5.72 / 5.57
Largest force on an atom in eV/A: 0.84
Multiplicity: 1
Total charge: -1

Number 1: E -81350.3360 eV. Number 2: E -155804.1948 eV.